16
Properties=species:S:1:pos:R:3:forces:R:3 method="wB97M-V/def2-TZVPD" total_energy_ha=-342.2608 e_homo_ev=-14.84 relative_energy_kcal_mol=60.5 molar_mass_g_mol=101.13 smiles="C[C@]1(O)N=CC[NH2+]1" total_charge=+1
C 1.573 0.898 -0.288 2.01 0.05 0.74
C 1.738 -0.475 0.403 -1.60 2.94 0.27
C -0.654 0.316 0.060 0.94 2.73 1.11
C -1.613 -0.083 -1.033 1.89 1.98 -0.60
N 0.426 1.346 -0.378 -3.21 -0.83 -0.51
N 0.304 -0.829 0.657 -0.13 -0.08 0.27
O -1.318 0.874 1.147 1.43 -0.39 0.11
H 2.496 1.489 -0.590 -1.28 -0.77 0.38
H 2.195 -1.030 -0.351 1.16 -1.86 -0.24
H 2.132 -0.236 1.405 0.87 -0.89 -0.80
H -1.959 -1.050 -0.965 -2.22 -1.79 1.29
H -1.083 -0.311 -1.921 1.20 0.63 -1.28
H -2.230 0.812 -1.277 -0.10 -1.14 0.43
H -0.011 -1.719 0.278 0.30 -0.22 0.18
H 0.281 -0.852 1.695 -1.05 -0.07 -0.78
H -2.277 0.850 1.159 -0.21 -0.30 -0.55

***

16
Properties=species:S:1:pos:R:3:forces:R:3 method="wB97M-V/def2-TZVPD" total_energy_ha=-342.0745 e_homo_ev="-13.86 / -13.86" relative_energy_kcal_mol=177.4 molar_mass_g_mol=101.13 total_charge=+1
C 1.690 0.177 -0.352 1.01 -2.50 -0.17
C 1.848 1.340 0.468 -2.20 0.37 -1.01
C 2.188 -0.901 -0.918 -0.80 2.35 0.55
C -3.028 0.022 0.319 0.52 2.61 1.46
N -0.837 0.398 -0.596 0.83 0.01 -0.21
N -1.601 -0.197 0.078 1.05 0.07 0.16
O -1.175 -1.204 0.985 -0.10 -0.23 0.29
H 1.727 1.306 1.544 0.36 -0.60 0.09
H 1.127 2.055 0.076 0.07 0.48 0.08
H 2.795 1.665 0.109 1.38 0.60 0.03
H -0.206 -1.105 0.994 -0.21 -0.12 -0.08
H 1.693 -1.752 -1.262 -1.55 -1.09 -0.37
H 3.197 -0.991 -1.300 0.64 0.70 0.55
H -3.471 -0.889 0.463 -1.10 -2.38 0.12
H -3.475 0.567 -0.517 0.31 0.11 0.46
H -3.048 0.523 1.362 -0.21 -0.38 -1.96

***

16
Properties=species:S:1:pos:R:3:forces:R:3 method="wB97M-V/def2-TZVPD" total_energy_ha=-342.1904 e_homo_ev=-14.18 relative_energy_kcal_mol=104.7 molar_mass_g_mol=101.13 total_charge=+1
C 1.420 -1.122 0.388 -0.54 0.41 1.45
C 0.010 -0.641 0.979 1.06 -3.06 0.24
C -1.170 1.411 0.445 2.98 -0.37 2.61
C -1.231 -0.322 -1.097 -0.62 -0.64 -0.21
N 2.273 -0.431 -0.241 1.03 -1.30 0.10
N -0.748 0.234 0.167 -1.70 0.87 -0.98
O 1.939 0.789 -0.649 -1.02 1.61 -0.31
H 1.891 -2.035 0.832 -1.03 0.63 -0.63
H -0.610 -1.615 1.261 1.08 2.12 -0.84
H 0.139 -0.089 1.858 0.74 0.39 1.73
H -1.763 1.911 -0.242 -1.17 0.79 -1.23
H -0.758 1.989 1.328 -0.75 -1.06 -0.88
H -0.762 -1.337 -1.257 -0.30 1.52 -0.31
H -2.319 -0.472 -0.947 0.55 -0.02 -0.45
H -1.040 0.510 -1.796 -0.06 -1.24 -0.48
H 2.730 1.217 -1.028 -0.25 -0.65 0.19

***

16
Properties=species:S:1:pos:R:3:forces:R:3 method="wB97M-V/def2-TZVPD" total_energy_ha=-342.2838 e_homo_ev=-14.93 relative_energy_kcal_mol=46.1 molar_mass_g_mol=101.13 smiles="CO[C@H]1CNC=[NH+]1" total_charge=+1
C -1.107 1.332 0.931 -0.36 1.69 1.06
C -0.927 -0.955 0.817 -3.42 0.54 -2.25
C -0.233 -0.263 -0.371 0.08 -0.84 -0.80
C 2.023 -0.373 -1.394 -0.99 -1.28 0.95
N -1.485 0.223 1.503 0.82 -0.87 -0.64
N -0.476 1.208 -0.218 -1.06 -2.16 0.79
O 1.109 -0.504 -0.226 1.09 -0.17 -0.54
H -1.415 2.231 1.497 0.74 -0.05 -0.92
H -1.837 -1.629 0.421 2.35 1.23 1.22
H -0.171 -1.416 1.373 0.68 -1.11 1.04
H -0.731 -0.623 -1.293 0.85 0.35 -0.03
H 1.372 -0.612 -2.238 0.55 0.22 -0.39
H 2.793 -1.191 -1.263 -0.80 1.30 -0.16
H 2.430 0.643 -1.419 0.10 -0.37 -0.13
H -1.630 0.215 2.483 -0.72 0.07 0.87
H 0.285 1.713 -0.605 0.08 1.46 -0.07

***

16
Properties=species:S:1:pos:R:3:forces:R:3 method="wB97M-V/def2-TZVPD" total_energy_ha=-342.2331 e_homo_ev=-13.86 relative_energy_kcal_mol=77.9 molar_mass_g_mol=101.13 total_charge=+1
C -2.509 -0.320 -0.334 -0.08 0.04 0.05
C -1.805 0.610 0.284 0.14 0.01 0.04
C 1.542 -0.981 0.182 -0.56 -2.18 -0.03
C -0.309 0.741 0.181 -0.16 0.88 -0.06
N 2.615 -0.306 -0.080 0.00 0.35 -0.17
N 0.303 -0.583 0.225 -0.08 -0.39 0.05
O 2.363 1.021 -0.110 0.80 1.90 -0.01
H -3.576 -0.378 -0.230 -0.26 0.03 0.05
H -2.068 -1.053 -0.989 0.17 -0.22 -0.18
H -2.292 1.353 0.897 -0.09 0.07 0.06
H 1.708 -2.048 0.320 -0.03 0.15 0.06
H 0.077 1.348 1.003 -0.05 -0.12 -0.13
H -0.053 1.245 -0.755 0.04 -0.10 0.14
H 3.557 -0.633 0.108 -0.14 -0.03 0.09
H -0.397 -1.309 0.367 0.37 -0.01 0.07
H 2.944 1.469 -0.750 -0.09 -0.39 -0.01

***

16
Properties=species:S:1:pos:R:3:forces:R:3 method="wB97M-V/def2-TZVPD" total_energy_ha=-342.2337 e_homo_ev=-13.95 relative_energy_kcal_mol=77.6 molar_mass_g_mol=101.13 smiles=C1NC[C@H]2[NH2+][C@H]2O1 total_charge=+1
C 0.048 -1.334 0.288 -0.22 -0.14 -0.31
C -1.694 0.474 0.002 -1.12 -1.17 0.97
C 0.987 -0.150 0.512 1.62 -0.06 -0.14
C 0.518 1.227 0.332 0.95 -0.34 -1.15
N 1.554 0.512 -0.795 1.19 -0.67 1.78
N -1.090 -0.797 -0.507 -1.16 0.25 0.21
O -0.676 1.459 -0.067 -2.10 1.26 -0.22
H 0.625 -2.112 -0.359 -1.12 1.23 1.24
H -0.253 -1.814 1.289 0.54 0.78 -1.32
H -2.589 0.907 -0.560 1.60 -1.06 0.02
H -2.150 0.379 1.063 1.32 0.22 -1.13
H 1.776 -0.352 1.244 -0.22 0.21 -0.33
H 1.054 2.158 0.432 0.31 -0.09 1.24
H 2.596 0.814 -0.669 -2.67 -0.94 -0.99
H 1.144 0.110 -1.652 0.61 0.39 0.38
H -1.849 -1.482 -0.555 0.48 0.14 -0.25

***

16
Properties=species:S:1:pos:R:3:forces:R:3 method="wB97M-V/def2-TZVPD" total_energy_ha=-342.1875 e_homo_ev=-14.78 relative_energy_kcal_mol=106.5 molar_mass_g_mol=101.13 total_charge=+1
C 2.053 -1.356 -0.268 0.32 -3.36 -2.97
C -0.009 0.072 0.374 3.18 -1.31 -0.90
C -2.306 -0.673 0.067 1.07 -1.15 -0.31
C 0.753 2.267 0.030 2.22 0.01 -3.53
N 1.734 -0.525 0.556 -3.80 4.25 2.62
N -0.897 -0.898 0.460 0.23 4.63 -0.71
O -0.267 1.324 0.098 -2.23 -4.17 0.80
H 3.019 -1.890 -0.297 -0.01 0.81 0.67
H 1.417 -1.783 -1.039 -0.43 0.18 -0.31
H -2.376 -0.845 -0.999 -0.06 0.97 -0.45
H -2.725 0.218 0.491 -0.12 0.30 -0.06
H -2.719 -1.567 0.419 -1.54 -0.91 1.06
H 0.844 2.673 -1.055 -0.14 -1.17 1.52
H 1.636 1.677 0.285 0.42 1.39 0.43
H 0.405 3.110 0.521 0.03 1.37 1.85
H -0.562 -1.804 0.357 0.86 -1.83 0.30

***

16
Properties=species:S:1:pos:R:3:forces:R:3 method="wB97M-V/def2-TZVPD" total_energy_ha=-342.2177 e_homo_ev=-13.08 relative_energy_kcal_mol=87.6 molar_mass_g_mol=101.13 total_charge=+1
C -1.027 -1.802 -0.033 2.99 1.39 -0.02
C -0.141 0.614 0.137 -0.96 -3.55 -1.48
C -2.297 -1.694 0.392 -4.12 1.64 1.29
C 2.179 0.983 -0.761 -0.39 -0.19 1.98
N -0.206 1.755 0.737 4.62 1.45 -1.56
N 0.887 0.314 -0.625 0.90 -1.35 -1.22
O -0.004 -2.189 -0.259 1.02 -1.34 -0.77
H -2.215 -1.255 1.437 -0.34 -0.72 -1.06
H -2.780 -0.917 -0.229 0.16 -0.13 0.37
H -2.905 -2.590 0.263 0.25 -0.34 0.41
H 2.555 1.215 0.236 0.01 0.39 0.14
H 2.220 1.841 -1.370 -0.28 0.97 -0.84
H 2.852 0.248 -1.088 0.96 -0.79 -0.83
H -0.827 1.872 1.442 -2.14 0.68 2.40
H 0.735 2.243 0.803 -1.84 -0.01 0.14
H 0.974 -0.638 -1.083 -0.84 1.88 1.05

***

17
Properties=species:S:1:pos:R:3:forces:R:3 method="wB97M-V/def2-TZVPD" total_energy_ha=-417.8063 e_homo_ev=-2.45 relative_energy_kcal_mol=47.9 molar_mass_g_mol=117.13 smiles="NC(=O)NCCC[O-]" total_charge=-1
C -0.191 -0.386 -0.428 -0.98 0.00 0.88
C -0.662 -0.470 1.019 -0.01 -0.71 0.16
C -0.541 -1.969 1.540 0.46 1.17 1.11
O -0.858 -2.046 2.835 -0.37 -0.30 0.06
N -0.509 0.855 -1.161 0.54 0.18 0.76
C 0.427 1.761 -1.600 0.62 -0.20 -0.72
N 1.697 1.595 -1.071 0.25 -0.26 0.29
O 0.232 2.565 -2.499 -0.35 0.20 0.22
H 0.862 -0.656 -0.417 0.01 0.29 -0.52
H -0.766 -1.150 -0.935 0.22 -0.47 -0.36
H -0.166 0.236 1.694 0.26 -0.21 -0.01
H -1.732 -0.377 1.215 -0.21 0.67 -0.57
H -1.221 -2.504 0.832 0.12 -0.37 -0.13
H 0.511 -2.311 1.385 0.10 -0.14 -0.64
H -1.337 1.282 -0.787 -0.42 0.11 -0.44
H 2.468 2.020 -1.552 -0.23 0.39 -0.07
H 1.784 1.557 -0.069 -0.02 -0.34 -0.02

***

17
Properties=species:S:1:pos:R:3:forces:R:3 method="wB97M-V/def2-TZVPD" total_energy_ha=-417.8541 e_homo_ev=-3.75 relative_energy_kcal_mol=17.9 molar_mass_g_mol=117.13 total_charge=-1
C 1.435 -2.355 -1.025 0.83 -0.63 0.46
C 2.003 -1.343 -0.321 -0.03 -0.02 -0.54
N 1.378 -0.460 0.545 -0.55 -1.35 -0.37
C 1.780 0.949 0.468 -0.48 -1.02 -0.29
H 0.458 -2.743 -0.803 -0.63 0.40 -0.11
H 2.034 -3.054 -1.636 -0.04 0.64 0.46
H 3.092 -1.234 -0.479 -0.52 0.46 0.14
H 0.318 -0.605 0.537 1.40 0.75 0.36
H 1.379 1.482 1.333 0.06 0.04 -0.22
H 2.858 0.987 0.449 0.56 0.13 0.21
H 1.384 1.335 -0.470 0.00 0.54 0.18
N -2.815 1.310 0.026 -0.89 0.52 0.32
C -1.559 0.729 0.099 1.29 -1.68 0.06
O -1.367 -0.108 1.066 -0.45 1.19 -1.20
O -0.735 1.020 -0.813 -0.93 0.16 0.62
H -3.036 1.848 -0.796 0.09 -0.25 0.05
H -3.570 0.859 0.523 0.28 0.12 -0.12

***

17
Properties=species:S:1:pos:R:3:forces:R:3 method="wB97M-V/def2-TZVPD" total_energy_ha=-417.6321 e_homo_ev=-3.45 relative_energy_kcal_mol=157.2 molar_mass_g_mol=117.13 total_charge=-1
N -1.774 -2.497 0.586 -0.39 0.04 -0.14
C -0.526 -2.247 0.020 0.63 -1.50 -0.04
C -0.299 -0.648 0.045 -0.61 0.04 -2.14
N 1.036 -0.351 -0.050 -0.51 1.54 2.51
C 1.401 0.794 -0.677 2.04 -1.82 -1.61
C 0.546 2.153 -0.193 -1.00 1.83 0.62
O 0.986 3.141 -0.877 0.37 0.14 -0.19
O -0.937 -0.246 1.198 0.84 0.20 0.84
H -1.551 -1.058 1.292 -0.42 -0.31 0.30
H -2.459 -2.406 -0.165 -0.19 -0.03 0.07
H -0.326 -2.649 -0.987 -0.21 0.38 -0.07
H 0.262 -2.674 0.661 0.01 0.38 0.02
H -0.891 -0.224 -0.793 0.11 -0.15 -0.29
H 2.442 1.032 -0.451 0.18 0.00 0.03
H 1.365 0.836 -1.777 -1.09 0.21 0.12
H 0.763 2.198 0.886 0.14 -0.33 0.23
H -0.528 1.925 -0.316 0.11 -0.64 -0.27

***

17
Properties=species:S:1:pos:R:3:forces:R:3 method="wB97M-V/def2-TZVPD" total_energy_ha=-417.7837 e_homo_ev=-2.80 relative_energy_kcal_mol=62.1 molar_mass_g_mol=117.13 smiles="CNC(=O)CNC[O-]" total_charge=-1
O -2.754 1.117 0.187 0.22 0.47 -0.08
C -1.617 0.722 -0.058 -0.59 -1.73 -0.07
N -1.261 0.420 -1.336 -0.28 -1.13 -0.54
C -0.116 -0.390 -1.760 1.35 0.35 1.01
C -0.697 0.358 1.125 1.88 0.86 -0.84
N 0.783 0.636 1.051 -1.76 -0.46 0.17
C 1.750 -0.553 1.151 0.70 1.06 1.28
O 2.294 -0.950 0.035 -0.26 -0.52 -0.59
H -2.013 0.359 -2.021 0.04 0.55 0.76
H 0.409 -1.075 -1.072 -0.93 0.12 0.66
H 0.702 0.324 -1.811 0.42 -0.23 -1.25
H -0.325 -1.014 -2.626 -0.11 0.64 -0.42
H -1.129 1.038 1.842 -0.20 -0.39 0.92
H -0.754 -0.713 1.386 -0.63 0.43 -0.05
H 0.995 1.133 0.201 0.28 0.00 -0.21
H 1.249 -1.326 1.835 -0.32 0.30 -0.65
H 2.484 -0.085 1.871 0.18 -0.32 -0.11

***

What did the fourth record say?
16
Properties=species:S:1:pos:R:3:forces:R:3 method="wB97M-V/def2-TZVPD" total_energy_ha=-342.2838 e_homo_ev=-14.93 relative_energy_kcal_mol=46.1 molar_mass_g_mol=101.13 smiles="CO[C@H]1CNC=[NH+]1" total_charge=+1
C -1.107 1.332 0.931 -0.36 1.69 1.06
C -0.927 -0.955 0.817 -3.42 0.54 -2.25
C -0.233 -0.263 -0.371 0.08 -0.84 -0.80
C 2.023 -0.373 -1.394 -0.99 -1.28 0.95
N -1.485 0.223 1.503 0.82 -0.87 -0.64
N -0.476 1.208 -0.218 -1.06 -2.16 0.79
O 1.109 -0.504 -0.226 1.09 -0.17 -0.54
H -1.415 2.231 1.497 0.74 -0.05 -0.92
H -1.837 -1.629 0.421 2.35 1.23 1.22
H -0.171 -1.416 1.373 0.68 -1.11 1.04
H -0.731 -0.623 -1.293 0.85 0.35 -0.03
H 1.372 -0.612 -2.238 0.55 0.22 -0.39
H 2.793 -1.191 -1.263 -0.80 1.30 -0.16
H 2.430 0.643 -1.419 0.10 -0.37 -0.13
H -1.630 0.215 2.483 -0.72 0.07 0.87
H 0.285 1.713 -0.605 0.08 1.46 -0.07